# C26H42Cl3N4O4PbSi

A structure of composition C26H42Cl3N4O4PbSi (ωB97M-V/def2-TZVPD, the OMol25 dataset).

Last column: Mulliken charge in e.
Element x y z (Å)
C (3.368, 4.539, -1.254)  -1.5812
C (3.464, 3.036, -1.380)  0.5218
H (4.004, 5.086, -1.970)  0.3778
H (3.707, 4.818, -0.245)  0.1899
H (2.338, 4.913, -1.399)  0.3589
C (4.551, 2.454, -1.900)  0.3323
C (5.800, 3.192, -2.295)  -1.6104
H (4.566, 1.379, -2.102)  0.2742
H (6.322, 3.594, -1.416)  0.2767
H (5.595, 4.031, -2.975)  0.3391
H (6.508, 2.536, -2.811)  0.3728
Pb (-2.765, 1.582, -1.041)  0.9041
Cl (-3.686, 0.850, -3.232)  -0.5570
Cl (1.501, 4.632, 1.428)  -0.3523
C (-1.717, -1.458, -1.898)  -0.1235
O (-1.245, -0.738, -1.004)  -0.2951
N (-1.098, -2.463, -2.531)  0.5298
C (-0.128, -3.325, -1.876)  -0.9042
C (-1.470, -2.769, -3.905)  -1.0483
H (-2.744, -1.310, -2.284)  0.2624
H (-0.046, -3.044, -0.822)  0.2423
H (0.846, -3.218, -2.367)  0.2370
H (-0.455, -4.369, -1.975)  0.3588
H (-2.019, -1.911, -4.322)  0.3221
H (-2.118, -3.658, -3.943)  0.3089
H (-0.558, -2.942, -4.487)  0.3387
H (3.631, 1.483, 2.428)  0.0666
H (4.933, 0.156, 0.057)  0.3081
C (3.990, 0.488, 2.731)  -0.8926
C (4.844, -0.690, 0.755)  -0.9879
N (3.749, -0.474, 1.681)  0.2837
H (3.482, 0.165, 3.642)  0.4209
C (2.553, -1.116, 1.564)  0.2296
O (1.628, -1.047, 2.348)  -0.6330
H (4.658, -1.613, 0.196)  0.3236
H (2.526, -1.756, 0.647)  0.2675
H (5.072, 0.547, 2.893)  0.3397
H (5.784, -0.774, 1.313)  0.4099
O (2.001, 2.042, 0.411)  -0.4004
C (2.181, 2.256, -0.921)  0.2317
C (2.499, -0.204, -1.723)  1.2401
C (1.945, 1.058, -1.924)  -0.1172
H (2.999, -0.418, -0.767)  -0.0264
C (2.415, -1.173, -2.740)  -1.2628
H (1.355, 2.945, -1.214)  -0.1602
C (1.234, 1.318, -3.105)  -0.7019
H (2.891, -2.148, -2.608)  0.4623
C (1.725, -0.902, -3.930)  -0.4607
C (1.122, 0.346, -4.105)  -0.7984
H (0.767, 2.301, -3.241)  0.2751
H (1.689, -1.647, -4.735)  0.4577
H (0.565, 0.572, -5.018)  0.3652
Si (0.469, 3.304, 2.629)  0.5041
Cl (-1.421, 3.355, -2.002)  -0.5005
C (1.232, 1.992, 3.692)  -0.4641
C (-1.205, 2.716, 1.924)  -0.6759
C (0.146, 4.592, 4.036)  -1.2509
H (1.305, 1.067, 3.107)  -0.1545
H (0.537, 1.827, 4.533)  0.4288
H (2.206, 2.289, 4.105)  0.2832
H (1.049, 4.753, 4.650)  0.2692
H (-0.660, 4.244, 4.689)  0.3380
H (-0.145, 5.565, 3.614)  0.2945
H (-1.204, 1.629, 1.741)  0.0848
H (-1.382, 3.260, 0.983)  0.1883
H (-2.068, 2.905, 2.587)  0.3889
N (-5.644, -3.829, 0.308)  -0.4491
C (-4.781, -2.790, 0.108)  0.3335
O (-4.239, -2.610, -0.987)  -0.5696
C (-4.474, -1.955, 1.313)  0.4056
C (-4.355, -2.515, 2.597)  -0.4127
C (-3.790, -1.731, 3.602)  -0.6862
C (-3.314, -0.441, 3.273)  -0.2147
N (-3.416, 0.068, 2.043)  -0.2153
C (-4.096, -0.612, 1.120)  -0.3184
H (-5.954, -4.290, -0.532)  0.2610
H (-6.235, -3.887, 1.131)  0.2003
H (-4.676, -3.542, 2.781)  0.3858
H (-3.686, -2.087, 4.622)  0.3822
H (-2.857, 0.176, 4.051)  0.3581
H (-4.340, -0.102, 0.174)  0.4901

Computed properties:
- spin multiplicity = 1
- orbital gap (eV) = 5.30
- charge = -1

***

# C26H42F4NO13

A cluster of 5 separate species, C26H42F4NO13 in total (ωB97M-V/def2-TZVPD, the OMol25 dataset).

Last column: Mulliken charge in e.
Element x y z (Å)
C (-1.663, -4.425, 1.305)  -0.7765
C (-2.494, -3.723, 2.198)  -0.1219
N (-3.463, -2.655, 1.802)  0.5224
C (-4.043, -1.934, 2.993)  -0.2596
C (-5.615, -1.838, 2.873)  -0.9674
C (-6.123, -0.923, 1.706)  -0.2867
C (-5.662, 0.567, 1.776)  -0.2935
O (-5.680, 1.097, 0.428)  -0.5135
C (-2.963, -1.748, 0.720)  -0.6993
C (-1.539, -1.150, 0.923)  0.3912
C (-1.462, 0.113, 1.865)  -0.4145
C (-0.575, 1.210, 1.159)  -0.4302
C (0.912, 0.714, 1.192)  -0.5723
C (1.759, 1.706, 0.337)  0.0101
C (1.357, 1.678, -1.190)  -0.0295
C (0.405, 2.873, -1.582)  -0.9531
H (-0.585, -4.149, 1.298)  0.2665
H (-1.985, -5.199, 0.583)  0.3092
H (-2.484, -3.999, 3.271)  0.3162
H (-4.271, -3.160, 1.400)  0.4635
H (-3.650, -0.909, 3.100)  0.0138
H (-3.837, -2.466, 3.941)  0.4683
H (-6.031, -2.860, 2.701)  0.3487
H (-6.007, -1.523, 3.865)  0.4028
H (-5.753, -1.338, 0.736)  0.1985
H (-7.230, -1.012, 1.642)  0.4035
H (-6.357, 1.221, 2.342)  0.4025
H (-4.630, 0.714, 2.156)  -0.0062
H (-4.804, 0.944, 0.068)  0.3052
H (-3.651, -0.913, 0.495)  -0.2696
H (-2.924, -2.363, -0.210)  0.5046
H (-0.770, -1.866, 1.261)  0.1618
H (-1.207, -0.804, -0.086)  -0.1708
H (-2.445, 0.562, 2.117)  0.0704
H (-0.892, -0.189, 2.775)  0.2293
H (-0.962, 1.381, 0.133)  0.0840
H (-0.671, 2.171, 1.713)  0.3553
H (1.036, -0.339, 0.855)  0.2197
H (1.242, 0.726, 2.260)  0.4761
H (1.655, 2.726, 0.773)  0.1008
H (2.823, 1.426, 0.389)  -0.0965
H (0.798, 0.744, -1.394)  -0.3260
H (2.280, 1.765, -1.792)  0.6065
H (-0.622, 2.504, -1.784)  0.2413
H (0.324, 3.635, -0.779)  -0.0790
H (0.793, 3.353, -2.504)  0.3977
C (5.720, 1.647, 3.832)  -0.4687
C (4.916, 2.654, 3.064)  0.3103
O (4.675, 1.994, 1.829)  -0.2666
C (4.664, 0.661, 2.119)  0.6723
O (4.233, -0.183, 1.398)  -0.5046
O (5.200, 0.413, 3.340)  -0.3257
F (5.634, 3.776, 2.825)  -0.2959
H (6.787, 1.709, 3.608)  0.2897
H (5.580, 1.731, 4.908)  0.2761
H (3.963, 2.920, 3.528)  0.3140
C (1.488, -0.463, -4.461)  -0.4029
C (0.559, -1.291, -5.299)  0.1726
O (-0.552, -1.483, -4.436)  -0.2910
C (-0.588, -0.395, -3.623)  0.5964
O (-1.525, -0.087, -2.957)  -0.5245
O (0.574, 0.299, -3.666)  -0.1600
F (1.103, -2.495, -5.590)  -0.2106
H (2.119, -1.072, -3.810)  0.2649
H (2.125, 0.187, -5.058)  0.3202
H (0.228, -0.807, -6.220)  0.2088
C (0.477, 6.528, 1.020)  -0.2082
C (1.573, 7.474, 0.625)  0.3023
O (2.248, 7.697, 1.851)  -0.3037
C (2.075, 6.568, 2.591)  0.6420
O (2.710, 6.290, 3.551)  -0.5079
O (1.081, 5.791, 2.083)  -0.3054
F (1.072, 8.650, 0.177)  -0.2817
H (-0.408, 7.047, 1.395)  0.2696
H (0.180, 5.868, 0.206)  0.1056
H (2.274, 7.071, -0.110)  0.2876
C (1.779, -6.261, -4.898)  -0.4159
C (3.095, -6.984, -4.933)  0.2818
O (4.019, -5.938, -5.176)  -0.3004
C (3.471, -4.816, -4.638)  0.6510
O (4.069, -3.816, -4.420)  -0.4965
O (2.150, -4.987, -4.373)  -0.2378
F (3.147, -7.865, -5.961)  -0.2824
H (1.347, -6.132, -5.893)  0.2772
H (1.047, -6.751, -4.258)  0.2663
H (3.355, -7.493, -4.002)  0.2780

Computed properties:
- spin multiplicity = 1
- orbital gap (eV) = 7.55
- charge = +1

***

Strongest force on any atom (eV/Å)
1.68; 2.67